(1)
This record from the OMol25 dataset describes a molecular structure, C39H36BF4IrO2S2. The level of theory is wB97M-V/def2-TZVPD.

- total charge = +1
- electronic energy (eV) = -81172.404
- frontier orbital gap (spin up / spin down) (eV) = 5.98 / 5.04
- spin multiplicity = 6

Each line ends with the Mulliken charge.
Geometry (Å):
Ir1 -0.2862 1.6500 -1.1097  1.89
C1 -2.9521 -2.1914 -6.7010  -1.58
C2 -2.0555 -1.7354 -5.5828  0.97
C3 -2.5201 -1.7215 -4.2656  -0.78
C4 -1.7066 -1.3094 -3.2284  -0.26
C5 -0.4074 -0.9170 -3.5255  -0.31
C6 0.0856 -0.9031 -4.8188  -0.35
C7 -0.7518 -1.3227 -5.8427  -0.88
S1 0.6232 -0.2918 -2.2473  1.33
O1 1.8960 0.2057 -2.8096  -0.74
C8 1.0588 -1.8292 -1.3906  0.60
C9 1.1731 -3.0003 -2.0896  -0.74
C10 1.5661 -4.1707 -1.4260  -1.20
C11 1.8424 -4.1719 -0.0438  0.57
C12 2.2114 -5.3481 0.6222  -0.83
C13 2.4694 -5.3275 1.9879  -0.73
C14 2.3632 -4.1403 2.6995  -1.04
C15 1.9999 -2.9599 2.0535  -0.33
C16 1.7371 -2.9620 0.6859  1.09
C17 1.3217 -1.7700 0.0154  -0.33
C18 1.3146 -0.4649 0.7026  0.06
C19 2.5539 0.2252 0.9664  1.02
C20 3.8102 -0.3940 0.8146  -0.72
C21 4.9699 0.2932 1.0956  -1.15
C22 4.9052 1.6180 1.5245  -0.81
C23 3.6782 2.2477 1.6458  -0.63
C24 2.4967 1.5744 1.3665  -1.84
C25 1.1947 2.3252 1.3570  0.98
C26 0.0103 1.4326 1.5241  -1.74
C27 0.0872 0.1557 1.0644  0.41
S2 -1.4420 -0.7671 0.7826  0.89
O2 -0.9383 -2.1549 0.4303  -0.60
C28 -2.0828 -0.8144 2.4325  0.02
C29 -1.6512 -1.7771 3.3344  -0.54
C30 -2.1895 -1.7823 4.6087  -0.87
C31 -3.1507 -0.8431 4.9900  0.97
C32 -3.7534 -0.8817 6.3674  -1.49
C33 -3.5720 0.1007 4.0585  -0.94
C34 -3.0550 0.1141 2.7710  -0.30
H1 -3.9931 -1.9459 -6.4956  0.39
H2 -2.8859 -3.2744 -6.8243  0.28
H3 -2.6694 -1.7325 -7.6472  0.40
H4 -3.5440 -2.0055 -4.0574  0.42
H5 -2.0854 -1.2716 -2.2124  0.31
H6 1.0890 -0.5469 -5.0128  0.56
H7 -0.3911 -1.3066 -6.8639  0.41
H8 0.9529 -3.0227 -3.1490  0.67
H9 1.6588 -5.0962 -1.9813  0.45
H10 2.2918 -6.2721 0.0634  0.52
H11 2.7536 -6.2383 2.4967  0.44
H12 2.5621 -4.1283 3.7627  0.49
H13 1.9173 -2.0356 2.6111  0.63
H14 3.8741 -1.4204 0.4771  0.53
H15 5.9279 -0.1952 0.9799  0.44
H16 5.8141 2.1597 1.7493  0.43
H17 3.6313 3.2881 1.9470  0.52
H18 1.2182 3.0982 2.1251  1.52
H19 -0.9179 1.8219 1.9251  0.40
H20 -0.9218 -2.5176 3.0279  0.52
H21 -1.8666 -2.5292 5.3242  0.40
H22 -3.0470 -1.2733 7.0982  0.38
H23 -4.6329 -1.5285 6.3788  0.29
H24 -4.0696 0.1095 6.6889  0.39
H25 -4.3284 0.8244 4.3366  0.41
H26 -3.4141 0.8280 2.0372  0.59
C35 1.4477 5.3129 0.6351  -1.79
C36 0.4132 4.3942 -0.0363  1.87
C37 0.2083 4.8868 -1.4720  -1.71
C38 -0.9119 4.4869 0.7234  -1.53
C39 0.9754 2.9593 -0.0593  -0.94
H27 1.1293 6.3554 0.5695  0.48
H28 2.4198 5.2295 0.1433  0.37
H29 1.5776 5.0830 1.6955  0.32
H30 -0.3526 5.8231 -1.4727  0.44
H31 -0.3585 4.1874 -2.0921  0.24
H32 1.1678 5.0617 -1.9644  0.38
H33 -1.2698 5.5177 0.7154  0.54
H34 -0.8093 4.1881 1.7706  0.29
H35 -1.6946 3.8761 0.2610  0.16
H36 1.9078 2.9307 -0.6366  1.13
F1 -3.7409 1.3515 -3.2256  -0.30
B1 -2.7943 2.0181 -2.5146  0.33
F2 -2.6084 1.3727 -1.2074  -0.29
F3 -3.0138 3.3536 -2.3194  -0.36
F4 -1.4708 1.8317 -3.1186  -0.48



(2)
This record from the OMol25 dataset describes a molecular structure, C21H30N5O4PtS2. The level of theory is wB97M-V/def2-TZVPD.

- total charge = -1
- electronic energy (eV) = -62824.259
- frontier orbital gap (eV) = 7.18

Each line ends with the Mulliken charge.
Geometry (Å):
Pt1 -0.8041 -1.9983 -0.5143  1.10
C1 0.2876 -0.6305 3.7983  -1.48
C2 1.1636 -1.5446 3.0248  1.23
N1 2.4187 -1.7639 3.2786  -0.88
N2 2.7747 -2.6772 2.3314  0.27
C3 1.7784 -3.0448 1.4907  0.12
S1 1.8276 -4.0983 0.2140  -0.42
N3 0.7315 -2.2842 1.9579  0.56
N4 -0.5737 -2.3386 1.4653  -1.61
H1 0.8781 -0.1766 4.5905  0.38
H2 -0.5505 -1.1726 4.2406  0.35
H3 -0.1178 0.1589 3.1612  0.29
H4 3.7131 -3.0269 2.2764  0.17
H5 -1.0642 -1.5744 1.9206  0.15
H6 -1.4866 -3.9270 1.8262  0.59
O1 -3.8074 -5.1207 -0.0573  -0.68
S2 -2.9022 -4.0845 0.3402  1.22
O2 -2.1528 -4.6424 1.6388  -0.58
O3 -1.7716 -3.8976 -0.6399  -0.76
O4 -3.4757 -2.8040 0.6984  -0.62
C4 -4.9920 -0.6079 -2.1009  -1.48
C5 -3.8776 0.2724 -1.6084  0.02
C6 -4.1169 1.5297 -1.0620  -0.97
C7 -3.0692 2.3086 -0.5848  0.13
C8 -3.3327 3.6754 -0.0062  -1.69
C9 -1.7702 1.8115 -0.6009  -0.32
C10 -1.4932 0.5403 -1.1207  1.08
C11 -2.5662 -0.1662 -1.6942  -0.75
N5 -0.2862 -0.1730 -1.0756  -0.44
C12 0.9995 0.4901 -0.8710  1.99
C13 2.0965 -0.5263 -1.2233  -1.27
C14 3.4945 0.0748 -1.0693  0.60
C15 3.6961 0.5201 0.3825  -1.32
C16 2.6253 1.5534 0.7430  0.29
C17 2.7402 2.7618 -0.1914  -1.45
C18 2.5659 2.3126 -1.6462  0.42
C19 3.6447 1.2842 -1.9938  -1.62
C20 1.1793 1.6846 -1.8275  -1.41
C21 1.2372 0.9259 0.5848  -0.07
H7 -5.9646 -0.1390 -1.9482  0.36
H8 -4.9748 -1.5582 -1.5633  0.25
H9 -4.8810 -0.8231 -3.1664  0.33
H10 -5.1330 1.9093 -1.0131  0.24
H11 -4.3902 3.9322 -0.0703  0.37
H12 -2.7659 4.4444 -0.5359  0.33
H13 -3.0409 3.7217 1.0453  0.34
H14 -0.9908 2.4170 -0.1622  0.65
H15 -2.3606 -1.0887 -2.2376  0.81
H16 1.9302 -0.8858 -2.2434  0.46
H17 1.9937 -1.4023 -0.5806  -0.61
H18 4.2349 -0.6871 -1.3314  0.36
H19 4.6946 0.9542 0.5109  0.59
H20 3.6225 -0.3394 1.0560  0.22
H21 2.7599 1.8786 1.7795  0.43
H22 3.7167 3.2427 -0.0633  0.51
H23 1.9764 3.5056 0.0638  0.51
H24 2.6559 3.1803 -2.3071  0.21
H25 4.6415 1.7271 -1.8840  0.53
H26 3.5376 0.9728 -3.0382  0.52
H27 1.0558 1.3151 -2.8508  0.38
H28 0.4108 2.4423 -1.6711  0.56
H29 0.4707 1.6236 0.9263  0.97
H30 1.1586 0.0330 1.2089  -1.49



(3)
This record from the OMol25 dataset describes a molecular structure, C15H16BrRe at a distorted geometry. The level of theory is wB97M-V/def2-TZVPD.

- total charge = +3
- electronic energy (eV) = -87950.263
- frontier orbital gap (spin up / spin down) (eV) = 6.70 / 5.99
- spin multiplicity = 4

Each line ends with the Mulliken charge.
Geometry (Å):
Re1 -0.5528 -0.0447 0.1013  1.04
C1 -2.2285 3.0891 -0.4768  -1.40
C2 -1.1012 2.1317 -0.7449  0.67
C3 0.1718 2.0533 -0.0993  -1.04
C4 1.2583 1.3576 -0.7441  1.09
C5 2.6195 1.3107 -0.1587  -1.64
C6 0.9548 0.4308 -1.8885  -0.67
C7 -0.3081 0.4242 -2.4724  0.79
C8 -0.5319 -0.3431 -3.7230  -1.50
C9 -1.3361 1.2717 -1.9019  -0.84
H1 -2.3880 3.5767 -1.4779  0.37
H2 -2.1006 3.8545 0.3411  0.40
H3 -3.2061 2.6453 -0.2662  0.37
H4 0.3906 2.5035 0.8839  0.53
H5 2.8059 2.1323 0.5397  0.45
H6 3.2895 1.3436 -0.9455  0.49
H7 2.9345 0.3569 0.3079  0.34
H8 1.8535 0.0209 -2.2906  0.65
H9 -0.1334 0.3060 -4.4914  0.38
H10 -1.6053 -0.4869 -3.9127  0.44
H11 -0.1343 -1.3839 -3.7827  0.40
H12 -2.2953 1.3491 -2.4466  0.62
Br1 -0.1964 -4.6665 4.5380  0.28
C10 -0.0708 -3.3687 3.4205  0.35
C11 -0.5872 -3.4581 2.1084  -0.78
C12 -0.4539 -2.3271 1.3332  -0.47
C13 0.0960 -1.1789 1.7211  0.95
C14 0.8518 -1.2486 2.9064  -0.45
C15 0.7204 -2.1839 3.7898  -0.50
H13 -0.8477 -4.4246 1.7512  0.47
H14 -0.6744 -2.3857 0.1888  0.27
H15 1.5509 -0.4634 3.2240  0.37
H16 1.2543 -2.1941 4.6675  0.56



(4)
This record from the OMol25 dataset describes a molecular structure, C49H44BN7OPSn. The level of theory is wB97M-V/def2-TZVPD.

- total charge = +1
- electronic energy (eV) = -79799.467
- frontier orbital gap (eV) = 8.23

Each line ends with the Mulliken charge.
Geometry (Å):
Sn1 -0.1291 -0.2890 0.1291  1.30
C1 -4.7355 0.2007 3.3230  -1.45
C2 -3.7823 -0.5791 2.4784  0.80
C3 -3.8458 -1.9095 2.1264  -1.38
C4 -2.7434 -2.1459 1.3020  -0.22
N1 -2.0461 -1.0088 1.1638  0.50
N2 -2.6973 -0.0483 1.8850  0.58
B1 -2.2035 1.4036 1.9849  -1.36
N3 -2.0771 2.0348 0.5766  0.87
N4 -1.6391 1.3023 -0.4915  -0.29
C5 -1.7684 2.0811 -1.5830  0.39
C6 -2.2679 3.3224 -1.1984  -1.20
C7 -2.4532 3.2564 0.1703  0.55
C8 -2.9336 4.3320 1.0869  -1.46
C9 -1.5210 1.6186 -2.9682  0.75
C10 -0.9099 0.4044 -3.2668  1.25
C11 -0.7418 -0.0174 -4.5768  0.03
C12 -1.1844 0.7814 -5.6210  -0.77
C13 -1.7885 1.9990 -5.3413  -0.78
C14 -1.9593 2.4101 -4.0287  -0.91
N5 -0.8326 1.4419 2.6816  0.83
N6 0.2037 0.6680 2.2366  0.41
C15 1.2167 0.8400 3.1101  0.11
C16 0.8135 1.7350 4.1020  -1.06
C17 -0.4852 2.0874 3.8026  0.35
C18 -1.3728 3.0471 4.5241  -1.39
C19 2.5422 0.1767 3.0544  0.84
C20 3.4565 0.4495 4.0733  -0.57
C21 4.7067 -0.1436 4.0881  -0.88
C22 5.0860 -1.0030 3.0664  -0.74
C23 4.1943 -1.2799 2.0421  -0.38
C24 2.9268 -0.7118 2.0528  1.01
C25 -2.4005 -3.4287 0.6519  0.32
C26 -1.1155 -3.7263 0.2146  1.64
C27 -0.8087 -4.9600 -0.3382  -0.14
C28 -1.7993 -5.9217 -0.4669  -0.71
C29 -3.0931 -5.6328 -0.0535  -0.82
C30 -3.3913 -4.3979 0.5015  -0.64
H1 -5.5436 -0.4537 3.6426  0.40
H2 -5.1664 1.0332 2.7677  0.29
H3 -4.2498 0.6039 4.2121  0.26
H4 -4.5784 -2.6241 2.4609  0.50
H5 -2.9900 2.0295 2.6254  -0.18
H6 -2.4723 4.1753 -1.8227  0.54
H7 -3.4921 5.0713 0.5170  0.43
H8 -2.0866 4.8394 1.5532  0.22
H9 -3.5716 3.9443 1.8783  0.28
H10 -0.5439 -0.2316 -2.4744  -1.37
H11 -0.2687 -0.9704 -4.7773  0.52
H12 -1.0647 0.4542 -6.6455  0.45
H13 -2.1359 2.6305 -6.1483  0.40
H14 -2.4512 3.3536 -3.8309  0.33
H15 1.3835 2.0887 4.9430  0.53
H16 -0.9172 3.3082 5.4767  0.42
H17 -2.3598 2.6289 4.7147  0.23
H18 -1.5050 3.9648 3.9489  0.20
H19 3.1953 1.1348 4.8676  0.31
H20 5.3877 0.0682 4.9019  0.43
H21 6.0666 -1.4607 3.0731  0.43
H22 4.4773 -1.9414 1.2344  0.47
H23 2.2403 -0.9871 1.2652  -0.86
H24 -0.3278 -2.9959 0.3266  -1.04
H25 0.2038 -5.1704 -0.6590  0.48
H26 -1.5633 -6.8922 -0.8840  0.45
H27 -3.8750 -6.3738 -0.1581  0.40
H28 -4.4082 -4.1820 0.8043  0.40
O1 3.2097 0.4351 -0.6265  -0.44
N7 2.2061 1.0267 -1.3923  -0.44
C31 2.2833 0.6747 -2.6122  -1.40
C32 3.3023 -0.2031 -3.2623  0.68
C33 4.1208 0.4292 -4.1946  -0.63
C34 5.1126 -0.2710 -4.8588  -0.82
C35 5.2467 -1.6312 -4.6351  -1.05
C36 4.4058 -2.2732 -3.7397  -0.87
C37 3.4422 -1.5793 -3.0084  1.41
P1 2.2639 -2.3284 -1.8096  1.74
C38 3.1369 -3.5788 -0.7822  0.60
C39 4.3396 -4.2396 -1.0459  -0.41
C40 4.8666 -5.1511 -0.1405  -0.79
C41 4.2070 -5.4252 1.0502  -0.79
C42 3.0166 -4.7747 1.3343  -1.12
C43 2.4996 -3.8602 0.4279  -0.32
C44 1.2781 -3.4147 -2.9232  0.16
C45 1.8185 -4.4685 -3.6650  -0.35
C46 1.0344 -5.1885 -4.5507  -0.76
C47 -0.3123 -4.8723 -4.7083  -0.75
C48 -0.8747 -3.8612 -3.9474  -1.19
C49 -0.0780 -3.1423 -3.0611  0.04
H29 3.2018 0.9288 0.2031  0.44
H30 1.5408 1.1486 -3.2439  0.79
H31 3.9927 1.4903 -4.3747  0.53
H32 5.7661 0.2388 -5.5545  0.41
H33 5.9986 -2.2000 -5.1666  0.47
H34 4.4973 -3.3434 -3.6482  0.07
H35 4.9004 -4.0354 -1.9429  0.18
H36 5.7979 -5.6529 -0.3713  0.46
H37 4.6273 -6.1293 1.7566  0.41
H38 2.4996 -4.9589 2.2680  0.52
H39 1.5871 -3.3402 0.6838  0.49
H40 2.8547 -4.7530 -3.5284  0.32
H41 1.4704 -5.9987 -5.1214  0.44
H42 -0.9197 -5.4241 -5.4143  0.41
H43 -1.9278 -3.6263 -4.0411  0.57
H44 -0.5359 -2.3748 -2.4495  0.70



(5)
This record from the OMol25 dataset describes a molecular structure, C3H12NO3 at a distorted geometry. The level of theory is wB97M-V/def2-TZVPD.

- total charge = -1
- electronic energy (eV) = -10936.550
- frontier orbital gap (eV) = 7.95

Each line ends with the Mulliken charge.
Geometry (Å):
C1 -0.8560 0.3578 1.9041  -0.71
N1 0.5950 0.3513 2.2619  -0.45
C2 1.5795 0.8657 1.2247  -0.84
C3 1.5031 0.0769 -0.3552  -0.40
O1 0.7884 -1.0235 -0.3126  -0.75
H1 -1.5349 0.5047 2.8065  0.25
H2 -1.1158 -0.5924 1.5216  0.27
H3 -1.0946 1.1641 1.2403  0.23
H4 0.7703 -0.6806 2.5720  0.26
H5 2.5301 0.8882 1.7104  0.38
H6 1.3489 1.7626 1.0256  0.43
H7 2.6717 -0.0397 -0.6220  0.12
H8 1.2111 0.7681 -1.0129  0.36
H9 -0.8136 -2.0498 -1.8961  0.24
H10 0.2103 -1.0454 -1.4464  0.50
O2 -0.6629 -1.2003 -2.2404  -0.92
H11 -1.4504 1.1557 -1.6719  0.28
H12 -2.0667 -0.1717 -2.0439  0.45
O3 -2.3993 0.7331 -1.7792  -0.72



(6)
This record from the OMol25 dataset describes a molecular structure, C46H39GeN2PdSSb. The level of theory is wB97M-V/def2-TZVPD.

- total charge = +2
- electronic energy (eV) = -128666.147
- frontier orbital gap (spin up / spin down) (eV) = 8.03 / 5.26
- spin multiplicity = 5

Each line ends with the Mulliken charge.
Geometry (Å):
Pd1 0.9999 0.3490 0.0961  -0.03
N1 3.1155 -0.2184 -0.1178  -0.29
C1 3.7546 -0.3548 1.1808  0.02
C2 5.0217 -0.8363 1.3342  -0.43
C3 5.6020 -0.9080 2.6207  -0.88
C4 4.9087 -0.4899 3.7208  -0.91
C5 3.5835 -0.0087 3.5913  0.63
C6 2.7877 0.4043 4.6874  -0.58
C7 1.4996 0.8069 4.4810  -1.04
C8 0.9844 0.7900 3.1726  -0.43
N2 1.7051 0.4197 2.1391  0.75
C9 3.0038 0.0395 2.3133  -0.06
H1 3.3676 -0.9806 -0.7401  0.21
H2 3.4114 0.6432 -0.5751  0.45
H3 5.5935 -1.1512 0.4696  0.49
H4 6.6076 -1.2902 2.7238  0.42
H5 5.3557 -0.5358 4.7051  0.47
H6 3.2122 0.3869 5.6833  0.47
H7 0.8592 1.1162 5.2936  0.49
H8 -0.0481 1.0609 2.9766  0.66
C10 -1.1210 -0.1595 0.2495  -1.38
Ge1 -1.5737 -1.9060 1.0255  2.05
C11 -0.4720 -3.2885 0.2198  -0.26
C12 -1.0091 -4.5596 0.0157  -0.45
C13 -0.2364 -5.5854 -0.5123  -0.77
C14 1.0907 -5.3608 -0.8467  -0.67
C15 1.6449 -4.1034 -0.6510  -0.58
C16 0.8622 -3.0867 -0.1220  0.69
C17 -1.1999 -1.8483 2.9261  -0.14
C18 -1.9862 -1.0652 3.7769  -0.28
C19 -1.7323 -1.0224 5.1395  -0.74
C20 -0.6891 -1.7682 5.6756  -0.57
C21 0.0974 -2.5535 4.8452  -0.68
C22 -0.1562 -2.5897 3.4799  -0.05
C23 -3.4548 -2.1248 0.6553  0.10
C24 -4.0876 -1.4850 -0.4111  -0.20
C25 -5.4375 -1.6820 -0.6578  -0.59
C26 -6.1747 -2.5280 0.1592  -0.55
C27 -5.5597 -3.1693 1.2248  -0.72
C28 -4.2113 -2.9646 1.4769  -0.49
H9 -1.8115 0.6314 -0.0377  1.21
H10 -2.0468 -4.7571 0.2593  0.42
H11 -0.6718 -6.5639 -0.6641  0.44
H12 1.6916 -6.1625 -1.2544  0.41
H13 2.6850 -3.9262 -0.8988  0.45
H14 1.3328 -2.1174 0.0433  0.18
H15 -2.8217 -0.4988 3.3783  0.42
H16 -2.3583 -0.4250 5.7898  0.44
H17 -0.5037 -1.7503 6.7416  0.45
H18 0.8975 -3.1501 5.2641  0.46
H19 0.4577 -3.2175 2.8432  0.44
H20 -3.5216 -0.8317 -1.0677  0.16
H21 -5.9191 -1.1847 -1.4899  0.43
H22 -7.2270 -2.6872 -0.0332  0.41
H23 -6.1350 -3.8279 1.8618  0.42
H24 -3.7516 -3.4584 2.3261  0.43
S1 1.0377 2.7341 0.2722  -0.58
Sb1 0.2295 2.8797 -1.9313  1.75
C29 1.2670 1.2712 -2.7624  0.54
C30 2.5662 1.4725 -3.2347  -0.78
C31 3.3206 0.3816 -3.6413  -0.73
C32 2.7978 -0.9073 -3.5594  -0.77
C33 1.5187 -1.1113 -3.0669  -0.84
C34 0.7497 -0.0199 -2.6610  -0.41
C35 -1.8142 2.5642 -2.0208  0.62
C36 -2.6361 3.1036 -1.0345  -0.82
C37 -4.0062 2.9046 -1.1199  -0.60
C38 -4.5372 2.1744 -2.1757  -0.51
C39 -3.7113 1.6399 -3.1542  -0.84
C40 -2.3375 1.8316 -3.0831  -0.12
C41 0.7763 4.6371 -2.8924  0.76
C42 1.1954 4.6068 -4.2197  -0.16
C43 1.4812 5.8024 -4.8631  -0.70
C44 1.3457 7.0056 -4.1857  -0.51
C45 0.9210 7.0286 -2.8641  -0.67
C46 0.6318 5.8421 -2.2088  -0.79
H25 2.9900 2.4681 -3.2960  0.55
H26 4.3159 0.5369 -4.0367  0.46
H27 3.3874 -1.7494 -3.8976  0.46
H28 1.1044 -2.1090 -2.9988  0.60
H29 -0.2790 -0.1906 -2.3543  0.59
H30 -2.2261 3.6619 -0.2006  0.37
H31 -4.6597 3.3175 -0.3638  0.43
H32 -5.6068 2.0245 -2.2367  0.49
H33 -4.1332 1.0760 -3.9751  0.44
H34 -1.6994 1.4140 -3.8534  0.47
H35 1.2891 3.6747 -4.7641  0.41
H36 1.8076 5.7938 -5.8940  0.42
H37 1.5709 7.9344 -4.6919  0.41
H38 0.8162 7.9705 -2.3435  0.42
H39 0.3111 5.8708 -1.1738  0.35